Molecular formula: C41H37NPRbS2
Method: DFT, the ωB97M-V functional and the def2-TZVPD basis

Properties
Orbital gap in eV: 3.97
LUMO energy in eV: 3.845
Energy relative to the best compared isomer or geometry (same formula, charge and spin) in kcal/mol: 34.6
2S+1: 1
Total charge: -2
F_max in eV/Å: 4.6
HOMO in eV: -0.12

CARTESIAN COORDINATES (ANGSTROEM)
1 Rb 0.399 1.919 1.226
2 C 3.346 -5.480 3.669
3 C 2.719 -4.729 2.482
4 C 2.903 -5.370 1.182
5 C 3.040 -3.227 2.590
6 C 2.968 -2.619 3.856
7 C 3.546 -1.410 4.112
8 C 4.047 -0.619 3.111
9 C 4.653 0.751 3.407
10 C 4.025 -1.129 1.843
11 C 3.481 -2.416 1.513
12 H 3.340 -6.549 3.438
13 H 2.825 -5.140 4.557
14 H 4.393 -5.120 3.739
15 H 1.622 -4.776 2.677
16 H 4.019 -5.434 1.045
17 H 2.546 -4.747 0.365
18 H 2.398 -6.340 1.002
19 H 2.701 -3.201 4.708
20 H 3.691 -1.137 5.149
21 H 5.267 0.747 4.329
22 H 3.913 1.574 3.502
23 H 5.421 1.092 2.652
24 H 4.381 -0.552 0.999
25 H 3.658 -2.783 0.475
26 S 1.893 4.397 3.374
27 C 1.160 5.210 2.084
28 N 0.151 4.918 1.316
29 C -0.001 5.678 0.210
30 C -0.986 5.526 -0.803
31 C -0.757 6.327 -1.922
32 C 0.238 7.407 -1.964
33 C 1.166 7.496 -0.985
34 C 1.092 6.625 0.096
35 S 2.210 6.504 1.441
36 H -1.692 4.768 -0.669
37 H -1.297 6.042 -2.795
38 H 0.204 8.024 -2.812
39 H 1.875 8.320 -0.923
40 C -5.110 -2.817 -3.921
41 C -5.439 -1.497 -3.562
42 C -4.401 -0.613 -3.416
43 C -3.026 -1.067 -3.337
44 C -2.769 -2.358 -3.763
45 C -3.822 -3.232 -4.181
46 P -1.827 0.028 -2.602
47 C -0.453 -0.159 -3.854
48 C -0.776 -0.171 -5.175
49 C 0.276 -0.233 -6.155
50 C 1.607 -0.288 -5.744
51 C 1.891 -0.176 -4.387
52 C 0.879 -0.120 -3.448
53 C -1.249 -1.010 -1.195
54 C -2.058 -2.040 -0.690
55 C -1.670 -2.578 0.541
56 C -0.544 -2.182 1.209
57 C 0.264 -1.207 0.620
58 C -0.142 -0.590 -0.572
59 H -5.921 -3.587 -4.160
60 H -6.504 -1.272 -3.251
61 H -4.585 0.436 -3.120
62 H -1.707 -2.755 -3.699
63 H -3.558 -4.164 -4.658
64 H -1.799 -0.128 -5.541
65 H 0.013 -0.284 -7.235
66 H 2.493 -0.212 -6.392
67 H 2.900 -0.066 -3.947
68 H 1.133 0.029 -2.372
69 H -2.843 -2.516 -1.217
70 H -2.334 -3.324 0.895
71 H -0.255 -2.690 2.154
72 H 1.237 -1.007 1.060
73 C -4.709 1.958 3.411
74 C -3.776 2.756 3.954
75 C -2.509 2.832 3.437
76 C -2.225 2.234 2.287
77 C -3.181 1.625 1.550
78 C -4.416 1.392 2.121
79 H -5.633 1.699 4.010
80 H -3.978 3.257 4.920
81 H -1.757 3.404 3.934
82 H -2.997 1.265 0.564
83 H -5.275 0.885 1.650



Molecular formula: C14H12O2Yb
Method: DFT, the ωB97M-V functional and the def2-TZVPD basis

Properties
Orbital gap in eV: 5.77
LUMO energy in eV: -9.534
2S+1: 1
Total charge: +2
F_max in eV/Å: 4.9
HOMO in eV: -15.30

CARTESIAN COORDINATES (ANGSTROEM)
1 C 1.213 3.447 -0.593
2 C 0.228 2.325 -1.154
3 C -0.564 2.651 -2.458
4 C -1.534 1.599 -3.127
5 C -1.663 0.225 -2.413
6 C -0.862 -0.095 -1.073
7 C 0.107 0.931 -0.415
8 C 0.966 0.638 0.910
9 C 0.891 -0.894 1.364
10 C 1.243 -2.005 0.528
11 C 1.059 -3.492 1.144
12 O 1.876 -4.416 0.969
13 C -0.266 -3.670 2.059
14 C -0.606 -2.559 2.902
15 C 0.383 -1.278 2.853
16 O 0.753 -0.663 3.882
17 H 1.471 4.160 -1.458
18 H 0.738 4.065 0.245
19 H 2.183 2.949 -0.254
20 H -0.496 3.661 -3.009
21 H -2.135 1.817 -4.069
22 H -2.365 -0.573 -2.904
23 H -0.993 -1.161 -0.612
24 H 2.043 1.032 0.823
25 H 0.480 1.260 1.758
26 H 1.608 -1.838 -0.549
27 H -0.928 -4.602 2.021
28 H -1.537 -2.558 3.567
29 Yb -3.293 -0.957 -0.938



Molecular formula: C23H31N3S
Method: DFT, the ωB97M-V functional and the def2-TZVPD basis

Properties
Orbital gap in eV: 8.20
LUMO energy in eV: 0.750
Energy relative to the best compared isomer or geometry (same formula, charge and spin) in kcal/mol: 29.4
2S+1: 1
F_max in eV/Å: 0.6
SMILES string: CSc1ccc(CN2CCC[C@@H](N3CCN(c4ccccc4)CC3)C2)cc1
HOMO in eV: -7.45

CARTESIAN COORDINATES (ANGSTROEM)
1 C 6.933 3.789 0.411
2 S 6.382 2.860 -1.048
3 C 5.508 1.479 -0.374
4 C 4.986 0.571 -1.293
5 C 4.295 -0.538 -0.858
6 C 4.103 -0.767 0.502
7 C 3.357 -1.992 0.955
8 N 2.150 -2.189 0.173
9 C 1.553 -3.491 0.398
10 C 0.396 -3.708 -0.572
11 C -0.652 -2.613 -0.407
12 C 0.034 -1.249 -0.589
13 N -0.821 -0.077 -0.531
14 C -1.762 0.057 -1.631
15 C -3.215 -0.212 -1.229
16 N -3.610 0.729 -0.206
17 C -4.902 1.174 -0.086
18 C -5.208 2.353 0.605
19 C -6.514 2.781 0.734
20 C -7.556 2.062 0.173
21 C -7.268 0.898 -0.517
22 C -5.967 0.453 -0.644
23 C -2.537 1.251 0.605
24 C -1.442 0.198 0.753
25 C 1.178 -1.140 0.422
26 C 4.619 0.145 1.408
27 C 5.321 1.261 0.982
28 H 6.074 4.137 0.978
29 H 7.487 4.639 0.024
30 H 7.586 3.171 1.021
31 H 5.134 0.751 -2.347
32 H 3.884 -1.240 -1.567
33 H 3.141 -1.921 2.038
34 H 3.997 -2.869 0.802
35 H 2.318 -4.254 0.233
36 H 1.186 -3.593 1.437
37 H -0.047 -4.690 -0.396
38 H 0.786 -3.684 -1.592
39 H -1.447 -2.743 -1.144
40 H -1.093 -2.681 0.590
41 H 0.496 -1.235 -1.583
42 H -1.698 1.084 -2.015
43 H -1.479 -0.616 -2.442
44 H -3.321 -1.249 -0.876
45 H -3.852 -0.084 -2.109
46 H -4.418 2.952 1.032
47 H -6.718 3.696 1.272
48 H -8.575 2.404 0.273
49 H -8.068 0.319 -0.957
50 H -5.780 -0.473 -1.165
51 H -2.925 1.489 1.599
52 H -2.103 2.165 0.173
53 H -0.676 0.581 1.434
54 H -1.890 -0.699 1.210
55 H 1.668 -0.172 0.303
56 H 0.783 -1.209 1.452
57 H 4.478 -0.012 2.468
58 H 5.710 1.946 1.718